Record 1
{"formula": "C26H30ClF3N2O3", "method": "ωB97M-V with the def2-TZVPD basis set", "spin_multiplicity": 1, "smiles": "CC(C)C[C@@H](COCc1ccc(Cl)cc1)N1CCN(C(=O)c2ccc(C(F)(F)F)cc2)CCC1=O", "e_homo_ev": -8.77, "orbital_gap_ev": 9.29, "e_lumo_ev": 0.527, "e_tot_ev": -57248.596, "elements": ["C", "C", "C", "C", "C", "C", "O", "C", "C", "C", "C", "C", "Cl", "C", "C", "N", "C", "C", "N", "C", "O", "C", "C", "C", "C", "C", "F", "F", "F", "C", "C", "C", "C", "C", "O", "H", "H", "H", "H", "H", "H", "H", "H", "H", "H", "H", "H", "H", "H", "H", "H", "H", "H", "H", "H", "H", "H", "H", "H", "H", "H", "H", "H", "H", "H"], "positions_angstrom": [[2.21756, -1.66878, 4.43887], [2.53028, -0.17464, 4.46812], [3.80136, 0.11204, 3.67140], [1.33018, 0.67659, 4.01773], [0.72595, 0.32809, 2.65335], [-0.63328, 1.01044, 2.45202], [-1.22024, 0.46358, 1.30020], [-2.52508, 0.94294, 1.05504], [-3.09166, 0.23009, -0.14063], [-3.71988, 0.93594, -1.15676], [-4.21474, 0.27873, -2.26793], [-4.07892, -1.09640, -2.35968], [-4.66634, -1.91896, -3.76351], [-3.46398, -1.81875, -1.35063], [-2.97350, -1.14955, -0.24456], [1.61038, 0.60165, 1.53106], [2.05111, 1.94823, 1.25932], [1.33775, 2.58487, 0.05077], [1.05642, 1.60304, -0.96924], [-0.20470, 1.53409, -1.46801], [-1.05333, 2.36010, -1.18678], [-0.50593, 0.39917, -2.39410], [-0.30776, -0.92204, -2.00494], [-0.63619, -1.95115, -2.86695], [-1.17175, -1.66199, -4.11565], [-1.45671, -2.79504, -5.05941], [-2.27079, -2.46235, -6.06816], [-2.00445, -3.85648, -4.44947], [-0.32072, -3.25084, -5.63650], [-1.40433, -0.34845, -4.49827], [-1.08021, 0.67684, -3.62962], [2.19535, 0.88627, -1.48976], [2.82389, -0.09066, -0.47584], [1.90774, -0.42122, 0.69637], [1.52585, -1.56119, 0.88495], [2.12160, -2.02645, 3.41708], [1.29355, -1.87956, 4.97228], [3.02126, -2.22494, 4.91568], [2.72318, 0.11188, 5.50984], [4.65161, -0.36808, 4.15082], [3.72059, -0.28166, 2.66263], [3.99867, 1.18101, 3.62254], [1.61662, 1.73086, 4.04602], [0.53603, 0.54333, 4.75559], [0.53853, -0.74858, 2.60319], [-0.52755, 2.10299, 2.35422], [-1.27009, 0.81635, 3.33041], [-2.50188, 2.02579, 0.86913], [-3.15863, 0.75714, 1.94097], [-3.80347, 2.00912, -1.09069], [-4.69509, 0.82719, -3.06278], [-3.36692, -2.88975, -1.43581], [-2.47475, -1.69760, 0.53937], [1.85969, 2.56198, 2.13963], [3.13271, 1.94793, 1.08974], [1.96237, 3.39168, -0.35367], [0.37335, 3.00637, 0.34056], [0.08650, -1.14964, -1.02797], [-0.47778, -2.97727, -2.57295], [-1.83999, -0.13499, -5.46203], [-1.26408, 1.70351, -3.90652], [2.94619, 1.62513, -1.80010], [1.87803, 0.34041, -2.37849], [3.04930, -1.03623, -0.96971], [3.76114, 0.30787, -0.08179]], "forces_ev_per_a": [[0.1, 0.2, 0.1], [-0.1, 0.0, -0.1], [-0.1, 0.0, 0.2], [0.1, -0.2, -0.1], [-0.5, 0.0, 0.3], [0.2, -0.2, 0.2], [0.1, -0.1, -0.1], [-0.3, 0.2, 0.1], [0.0, 0.0, 0.1], [0.0, -0.1, 0.1], [-0.1, -0.1, 0.0], [0.1, 0.1, 0.2], [-0.1, -0.1, -0.1], [-0.1, 0.0, 0.0], [-0.1, 0.1, 0.0], [-0.1, 0.1, 0.2], [0.1, 0.1, -0.3], [-0.2, 0.1, 0.2], [0.2, 0.2, 0.2], [0.0, 0.0, -0.2], [-0.3, 0.2, -0.1], [-0.3, -0.2, -0.1], [0.1, 0.1, -0.2], [0.0, 0.1, -0.2], [0.0, 0.0, 0.0], [0.1, -0.3, -0.3], [-0.1, 0.3, 0.0], [-0.1, 0.0, 0.3], [0.2, 0.1, 0.1], [0.1, -0.2, 0.0], [0.1, 0.0, 0.1], [0.2, 0.0, -0.2], [-0.1, -0.1, 0.0], [0.5, 0.0, -0.4], [-0.1, -0.4, 0.0], [0.0, -0.1, -0.1], [-0.1, -0.1, 0.1], [0.1, -0.1, 0.0], [0.0, 0.0, -0.1], [0.1, 0.0, 0.0], [0.1, 0.0, -0.1], [0.1, 0.1, -0.1], [0.0, 0.1, 0.1], [-0.1, 0.1, 0.0], [0.0, 0.2, 0.1], [0.0, 0.0, 0.0], [0.1, 0.0, -0.1], [0.0, -0.1, 0.0], [0.1, 0.0, -0.1], [0.0, 0.1, 0.0], [0.0, 0.0, -0.1], [0.0, -0.1, 0.0], [0.1, -0.1, 0.1], [0.1, 0.0, -0.1], [-0.1, 0.1, 0.1], [-0.1, 0.0, 0.0], [0.2, 0.0, 0.0], [0.1, 0.0, 0.2], [0.0, -0.1, 0.1], [0.0, 0.0, -0.1], [0.0, 0.1, 0.0], [-0.1, -0.1, 0.0], [0.1, 0.1, 0.1], [0.0, 0.1, 0.1], [0.0, 0.0, 0.0]], "lowdin_charge": [-0.067, -0.407, -0.067, -0.121, -0.243, -0.158, -0.127, -0.171, -0.200, -0.035, -0.099, -0.664, 0.719, -0.104, -0.028, -0.008, -0.110, -0.095, -0.046, -0.393, 0.072, -0.128, -0.005, 0.005, -0.134, -0.605, 0.126, 0.126, 0.132, -0.003, 0.006, -0.118, -0.050, -0.469, 0.052, 0.068, 0.082, 0.079, 0.131, 0.080, 0.067, 0.076, 0.110, 0.120, 0.141, 0.133, 0.135, 0.124, 0.137, 0.117, 0.108, 0.111, 0.125, 0.122, 0.119, 0.134, 0.116, 0.111, 0.133, 0.124, 0.127, 0.131, 0.121, 0.125, 0.113]}

***

Record 2
{"formula": "C10H27Cl2O2P2SW", "method": "ωB97M-V with the def2-TZVPD basis set", "spin_multiplicity": 3, "e_homo_ev": [-19.80, -20.39], "total_charge": 3, "orbital_gap_ev": [6.23, 7.23], "e_lumo_ev": [-13.571, -13.156], "e_tot_ev": -71154.406, "elements": ["C", "C", "H", "H", "H", "O", "Cl", "W", "P", "C", "C", "H", "H", "H", "H", "H", "H", "C", "H", "H", "H", "P", "C", "C", "H", "H", "H", "C", "H", "H", "H", "H", "H", "H", "Cl", "C", "S", "C", "O", "H", "H", "H", "H", "H", "H"], "positions_angstrom": [[0.74628, -0.19200, -4.99567], [0.85572, -0.07800, -3.52944], [1.73247, -0.07679, -5.44520], [0.06597, 0.59719, -5.38007], [0.32454, -1.17528, -5.26764], [1.77968, -0.00565, -2.75356], [-0.88582, -0.10067, -2.80157], [-1.07008, 0.05733, -0.36305], [-0.28451, 2.35182, -0.46060], [1.18021, 2.99329, 0.37468], [-0.00457, 2.96128, -2.14040], [0.28087, 4.02072, -2.09165], [-1.63814, 4.35286, -0.14296], [-0.89689, 2.85941, -2.76567], [-2.66189, 2.92397, -0.42708], [2.07801, 2.44564, 0.04379], [0.81684, 2.38374, -2.57911], [-1.76199, 3.28501, 0.09200], [1.32843, 4.05908, 0.13182], [-1.91640, 3.17235, 1.17347], [1.09935, 2.86658, 1.46736], [-0.05693, -2.10319, -0.11744], [1.29915, -2.54188, 1.01399], [-1.48007, -3.13366, 0.38832], [-0.27781, -3.02484, -2.33248], [1.02532, -3.83482, -1.40573], [1.30243, -2.20997, -2.07727], [0.54102, -2.86266, -1.61987], [-2.38343, -2.84404, -0.16851], [-1.22576, -4.18104, 0.16097], [1.63308, -3.54711, 0.71415], [0.99237, -2.56714, 2.06687], [-1.67530, -3.02899, 1.46763], [2.14106, -1.84674, 0.89404], [-3.25270, -0.36899, -1.31630], [-0.13108, -0.88075, 3.49563], [0.18772, 0.15677, 2.04451], [-2.30816, 0.39852, 1.36623], [0.56256, 1.46489, 2.71579], [-0.69377, -1.80328, 3.32267], [-0.67887, -0.21143, 4.17338], [0.84284, -1.12105, 3.95313], [-2.57343, -0.40829, 2.05271], [-2.38626, 1.36308, 1.85400], [-3.16339, 0.39462, 0.63354]], "forces_ev_per_a": [[-0.4, 0.3, -0.4], [3.6, 0.1, 1.6], [0.0, 0.0, 0.1], [0.3, -0.5, 0.2], [0.1, 0.3, 0.1], [-3.0, -0.1, -2.1], [-0.1, -0.1, -0.7], [-1.7, -0.5, 0.6], [0.3, 2.7, -0.6], [0.6, -0.3, 0.9], [-0.1, -0.4, -0.5], [-0.1, -0.3, 0.1], [0.2, -0.3, 0.0], [0.1, 0.0, 0.1], [0.2, 0.1, 0.1], [-0.3, 0.1, 0.0], [-0.1, 0.3, 0.0], [-0.2, -0.2, 0.3], [-0.3, -0.4, -0.1], [0.1, 0.2, -0.3], [0.1, 0.4, -0.8], [0.8, -2.7, 0.2], [0.2, 0.4, 0.4], [-0.3, 0.3, 0.2], [0.2, 0.0, 0.1], [-0.4, 0.5, 0.1], [-0.2, -0.4, 0.2], [0.4, 0.0, -1.2], [0.2, -0.2, 0.2], [0.0, 0.3, 0.1], [-0.1, 0.3, 0.2], [0.1, -0.1, -0.4], [0.0, -0.1, -0.4], [-0.1, -0.2, 0.0], [1.3, 0.2, 0.4], [-0.4, -0.2, 0.3], [0.5, 3.0, 1.7], [-1.5, 0.0, 0.3], [-1.2, -3.1, -1.5], [0.1, 0.3, -0.3], [0.1, -0.1, -0.2], [-0.1, 0.2, -0.3], [0.2, 0.0, 0.1], [0.4, 0.0, 0.4], [0.4, 0.2, 1.0]], "mulliken_spin": [0.002, 0.017, -0.001, 0.001, 0.001, 0.007, 0.012, 1.630, -0.005, 0.003, 0.006, 0.001, -0.001, 0.000, 0.001, 0.001, 0.003, 0.016, -0.001, 0.000, 0.003, 0.015, 0.010, 0.014, 0.001, 0.002, 0.003, 0.014, -0.001, 0.000, 0.002, -0.005, 0.000, -0.008, -0.055, 0.000, 0.167, -0.184, 0.244, 0.003, -0.004, -0.001, 0.032, 0.024, 0.030]}

***

Record 3
{"formula": "C13H27NO8", "method": "ωB97M-V with the def2-TZVPD basis set", "spin_multiplicity": 1, "smiles": "C[N+](=O)[O-].CCOC(C)=O.CCOC(C)=O.CCOC(C)=O", "e_homo_ev": -10.33, "orbital_gap_ev": 10.86, "e_lumo_ev": 0.530, "e_tot_ev": -31786.981, "elements": ["C", "N", "O", "O", "H", "H", "H", "C", "C", "O", "C", "C", "O", "H", "H", "H", "H", "H", "H", "H", "H", "C", "C", "O", "C", "C", "O", "H", "H", "H", "H", "H", "H", "H", "H", "C", "C", "O", "C", "C", "O", "H", "H", "H", "H", "H", "H", "H", "H"], "positions_angstrom": [[1.64643, 1.05530, 1.55756], [1.39923, 2.47307, 1.20238], [0.30733, 2.72639, 0.75152], [2.27761, 3.27635, 1.38571], [2.58726, 0.99545, 2.08770], [1.78561, 0.52084, 0.61972], [0.76358, 0.71053, 2.07634], [0.48219, -5.07899, 1.61428], [1.67367, -4.97962, 2.52924], [1.55920, -4.04019, 3.59421], [1.30265, -2.75559, 3.28341], [1.09527, -1.94806, 4.52956], [1.26985, -2.34377, 2.15808], [-0.41938, -5.16815, 2.22545], [0.58133, -5.98780, 1.02121], [0.37673, -4.22452, 0.95719], [1.81091, -5.95156, 3.00774], [2.61959, -4.82388, 1.99931], [0.58716, -2.51809, 5.30362], [0.51141, -1.05196, 4.34181], [2.06659, -1.64483, 4.92991], [-0.19980, 1.94206, -2.81502], [0.90996, 2.90045, -3.23898], [1.25266, 2.72706, -4.61820], [1.04117, 3.75138, -5.46366], [1.67172, 3.54367, -6.81262], [0.37976, 4.70575, -5.19569], [0.14888, 0.93549, -2.58104], [-0.89748, 1.81118, -3.64503], [-0.74544, 2.36012, -1.97223], [0.59162, 3.91824, -3.03011], [1.80475, 2.71784, -2.64449], [0.86489, 3.53994, -7.54942], [2.21487, 2.60682, -6.88089], [2.29769, 4.39422, -7.06940], [-3.58943, 1.69856, -0.11733], [-2.33339, 1.06471, 0.42553], [-2.50512, -0.34747, 0.59539], [-2.07353, -0.95839, 1.69180], [-2.53645, -2.38181, 1.72703], [-1.35410, -0.48604, 2.53158], [-3.48499, 2.78586, -0.10392], [-4.46739, 1.44968, 0.48105], [-3.79321, 1.44699, -1.16159], [-1.47958, 1.28537, -0.20943], [-2.08916, 1.53969, 1.37640], [-3.57711, -2.47281, 1.41680], [-2.39543, -2.80914, 2.70998], [-1.94060, -2.91035, 0.97756]], "forces_ev_per_a": [[0.4, -0.1, -0.4], [0.1, -0.4, 0.2], [-0.5, 0.3, -0.4], [0.5, 0.4, 0.0], [-0.1, 0.1, 0.4], [-0.3, 0.0, 0.0], [0.0, -0.3, 0.1], [-0.3, 0.0, 0.1], [0.8, -0.7, -0.3], [-0.3, 0.0, 0.3], [0.0, -0.2, 0.4], [0.0, 0.3, 0.4], [0.1, 0.3, -0.4], [0.0, 0.0, -0.1], [0.0, 0.0, 0.0], [0.0, 0.1, -0.1], [-0.1, 0.2, 0.3], [-0.2, 0.4, -0.2], [0.1, -0.2, 0.0], [0.0, 0.0, -0.3], [0.0, -0.1, -0.1], [-0.1, -0.1, -0.6], [-0.5, -0.1, 0.7], [0.6, -0.2, 0.0], [0.1, -0.5, -0.3], [-0.3, -0.2, -0.2], [-0.4, 0.9, 0.3], [0.2, 0.1, 0.2], [-0.1, 0.2, 0.1], [0.1, -0.1, 0.1], [0.0, 0.1, -0.4], [0.2, 0.0, -0.2], [0.0, 0.0, 0.1], [0.1, 0.0, 0.0], [0.1, 0.0, 0.2], [-0.3, 0.1, -0.4], [0.2, 0.8, 0.5], [-0.5, 0.2, -0.5], [0.2, -0.5, 0.3], [-0.2, -0.1, -0.5], [0.1, 0.6, 0.2], [0.1, 0.0, 0.1], [0.1, -0.1, 0.0], [0.0, -0.3, 0.1], [0.0, -0.4, -0.1], [0.0, -0.3, 0.2], [0.0, 0.1, 0.0], [0.1, 0.0, 0.1], [0.0, -0.2, 0.2]], "lowdin_charge": [0.053, -0.452, 0.049, 0.078, 0.097, 0.107, 0.076, -0.077, -0.230, -0.011, -0.536, 0.026, 0.098, 0.085, 0.081, 0.060, 0.120, 0.127, 0.088, 0.072, 0.094, -0.059, -0.210, -0.012, -0.551, 0.020, 0.109, 0.076, 0.083, 0.055, 0.115, 0.120, 0.091, 0.080, 0.089, -0.063, -0.226, 0.010, -0.547, 0.026, 0.089, 0.083, 0.080, 0.077, 0.085, 0.115, 0.088, 0.086, 0.089]}

***

Record 4
{"formula": "C2H9N2S", "method": "ωB97M-V with the def2-TZVPD basis set", "spin_multiplicity": 1, "e_homo_ev": -13.35, "total_charge": 1, "orbital_gap_ev": 9.96, "e_lumo_ev": -3.395, "e_tot_ev": -16027.476, "elements": ["C", "C", "N", "N", "S", "H", "H", "H", "H", "H", "H", "H", "H", "H"], "positions_angstrom": [[-0.11188, 0.49498, -0.13979], [0.40779, -0.76349, -0.00353], [0.62245, -1.89530, 0.12951], [-2.89560, 0.40643, 0.02263], [3.22770, 0.30803, 0.01078], [-1.27373, 0.44390, -0.06821], [0.15038, 0.91302, -1.11140], [0.25475, 1.14768, 0.65019], [1.14145, -2.74393, 0.19352], [-3.22644, 1.18692, 0.58092], [4.19803, 0.05668, -0.85451], [-3.24246, -0.44713, 0.44880], [-3.31745, 0.48631, -0.89631], [4.06500, 0.40590, 1.03741]], "forces_ev_per_a": [[-0.2, 1.7, -0.2], [0.3, -3.1, 0.4], [-0.3, 1.7, -0.2], [-0.4, 0.0, 0.1], [-0.1, 0.2, 0.0], [0.3, -0.2, 0.0], [0.1, 0.0, -0.1], [0.1, 0.1, 0.1], [0.2, -0.3, 0.1], [-0.1, 0.0, 0.0], [0.3, -0.1, -0.3], [-0.1, 0.1, 0.0], [-0.1, 0.0, 0.0], [0.2, 0.0, 0.2]], "lowdin_charge": [-0.064, -0.174, 0.350, 0.037, 0.582, 0.060, 0.126, 0.117, 0.144, 0.069, -0.192, 0.066, 0.068, -0.188]}